This record from the OMol25 dataset describes a cluster of 2 separate species, C4H14NO2 in total in a non-equilibrium geometry. The level of theory is ωB97M-V with the def2-TZVPD basis set.

Atoms and positions in Å:
1 O 2.01982 -0.75224 -1.18486
2 C 0.74963 -0.05052 -1.37178
3 C -0.28370 -0.87589 -0.43003
4 N -0.23868 -0.04127 0.94324
5 C -1.11998 -0.63466 1.96128
6 C -1.77098 -1.07550 -0.84008
7 H 2.04824 -1.44613 -1.93768
8 H 0.59598 -0.18782 -2.27005
9 H 0.95778 0.97765 -0.83927
10 H 0.22027 -1.94739 -0.40031
11 H 0.77710 -0.30689 1.29525
12 H -0.35961 1.01118 0.72662
13 H -0.87458 -0.16212 2.97004
14 H -1.06581 -1.74776 2.03385
15 H -2.23924 -0.42617 1.75512
16 H -2.26046 -2.06846 -0.82250
17 H -2.46992 -0.47840 -0.21203
18 H -1.72199 -0.44176 -1.75758
19 H 1.24550 3.29216 0.10142
20 H 0.85831 3.29613 1.39211
21 O 0.54385 2.84525 0.61560

Calculated values
Frontier orbital gap: 11.419 eV
Lowest unoccupied orbital energy: -0.1097 Ha
Energy above the lowest of the compared OMol25 structures with the same formula, charge and spin: 3.878 eV
Highest occupied orbital energy: -14.40 eV
F_max: 11.83 eV Å⁻¹
Energy: -9950.8834 eV
Charge: +1

=====

This record from the OMol25 dataset describes the molecule C6H15NO6S in a non-equilibrium geometry. The level of theory is ωB97M-V with the def2-TZVPD basis set.

Atoms and positions in Å:
1 O -0.23106 1.74093 3.56923
2 S -0.73423 1.91146 2.24963
3 O -1.08737 3.19983 1.81451
4 O -2.10837 0.99326 1.80204
5 O 0.34811 1.48401 1.30851
6 C 1.12718 0.36337 1.73151
7 C 1.71613 -0.31687 0.52533
8 N 0.66868 -0.32704 -0.46101
9 C 0.50020 0.67195 -1.44650
10 C -0.96059 0.98393 -1.86288
11 O -1.91134 1.67091 -1.11380
12 C -0.31222 -1.24475 -0.18059
13 C 0.03159 -2.66893 -0.72740
14 O 0.36117 -2.76510 -2.07234
15 H -2.10557 1.23574 0.93806
16 H 0.35545 -0.20020 2.32806
17 H 1.85840 0.71272 2.51209
18 H 1.98882 -1.33853 0.86688
19 H 2.62391 0.05470 0.09983
20 H 0.98011 1.67753 -1.15349
21 H 0.96732 0.23213 -2.30612
22 H -0.95278 1.49806 -2.81046
23 H -1.33204 -0.13040 -2.13903
24 H -1.30890 2.23630 -0.66531
25 H -0.62198 -1.52978 0.80098
26 H -1.26055 -0.97631 -0.77258
27 H 0.83155 -3.03540 -0.15648
28 H -0.76126 -3.41375 -0.51742
29 H 1.32963 -2.71978 -2.16124

Calculated values
Frontier orbital gap: 8.898 eV
Lowest unoccupied orbital energy: 0.0155 Ha
Energy above the lowest of the compared OMol25 structures with the same formula, charge and spin: 0.076 eV
SMILES: O=S(=O)(O)OCCN(CCO)CCO
Highest occupied orbital energy: -8.48 eV
F_max: 6.83 eV Å⁻¹
Energy: -31071.6244 eV
Charge: 0

=====

This record from the OMol25 dataset describes a structure of composition C24H19N6O5Os in a non-equilibrium geometry. The level of theory is ωB97M-V with the def2-TZVPD basis set.

Atoms and positions in Å:
1 Os 0.03095 -0.22985 -0.03343
2 O 2.05338 2.30929 2.48512
3 C 1.25023 1.63677 1.88714
4 N 1.50657 0.73554 0.86662
5 C 2.78552 0.44071 0.38889
6 C 4.00015 0.84764 0.96119
7 C 5.17842 0.48169 0.35428
8 C 5.17861 -0.27453 -0.82233
9 C 4.00035 -0.67790 -1.40570
10 C 2.78681 -0.32725 -0.79684
11 N 1.50631 -0.64126 -1.26552
12 C 1.25174 -1.27305 -2.47370
13 O 2.04880 -1.55332 -3.33287
14 C -0.19321 -1.67151 -2.59065
15 C -0.62763 -2.38495 -3.68980
16 C -1.95817 -2.76312 -3.75211
17 C -2.80256 -2.40957 -2.71129
18 C -2.29448 -1.68878 -1.64682
19 N -1.00878 -1.32560 -1.58193
20 C -0.20714 1.65698 2.24610
21 C -0.64533 2.44612 3.29234
22 C -1.98991 2.43223 3.61734
23 C -2.84310 1.62340 2.88253
24 C -2.32679 0.86146 1.85260
25 N -1.02922 0.87572 1.52894
26 H 4.00002 1.43210 1.86496
27 H 6.11785 0.78272 0.79752
28 H 6.11776 -0.55090 -1.28190
29 H 4.00150 -1.25618 -2.31352
30 H 0.09016 -2.63291 -4.45873
31 H -2.33077 -3.32705 -4.59629
32 H -3.84442 -2.69589 -2.70886
33 H -2.91595 -1.41652 -0.80696
34 H 0.08194 3.04252 3.82459
35 H -2.36579 3.03192 4.43495
36 H -3.89811 1.56573 3.10860
37 H -2.95978 0.18666 1.29529
38 O 0.60951 -2.13436 0.81601
39 N -0.52270 -2.50778 1.27530
40 O -0.70099 -3.54595 1.82538
41 O -1.44358 -1.64660 1.05871
42 C -1.80194 4.46336 -3.90202
43 C -1.39082 3.39368 -2.93874
44 C -2.32321 2.63046 -2.24419
45 C -1.90488 1.65659 -1.36324
46 N -0.61097 1.39427 -1.13769
47 C 0.30368 2.14053 -1.79022
48 C -0.04857 3.12715 -2.68339
49 H -2.87210 4.43878 -4.09456
50 H -1.27171 4.35335 -4.84785
51 H -1.54884 5.44613 -3.50063
52 H -3.38355 2.78906 -2.38693
53 H -2.62186 1.05786 -0.82331
54 H 1.34157 1.93297 -1.56899
55 H 0.73243 3.68858 -3.17846

Calculated values
Frontier orbital gap (alpha / beta): 6.154 / 6.147 eV
Lowest unoccupied orbital energy (alpha / beta): -0.1693 / -0.1696 Ha
Energy above the lowest of the compared OMol25 structures with the same formula, charge and spin: 0.423 eV
Highest occupied orbital energy (alpha / beta): -10.76 / -10.76 eV
F_max: 2.12 eV Å⁻¹
Energy: -46835.1403 eV
Charge: +1